C22H68N2O18 as an isolated structure in a non-equilibrium geometry, computed with the ωB97M-V functional and the def2-TZVPD basis.

Results
Kohn-Sham gap (eV): 8.00
E (eV): -63728.1590
Net charge: 0

The geometry in XYZ format:
```
110
Properties=species:S:1:pos:R:3:lowdin_charge:R:1
C 0.272 4.391 -2.187 0.006
C 0.121 2.999 -1.543 -0.393
C -0.775 3.167 -0.276 -0.156
O -0.061 3.763 0.810 -0.138
C -0.891 3.940 1.888 -0.132
N -0.548 2.108 -2.436 0.077
H -0.692 4.755 -2.543 0.079
H 0.986 4.299 -3.004 0.083
H 0.828 5.040 -1.510 0.097
H 1.108 2.651 -1.238 0.104
H -1.141 2.189 0.035 0.065
H -1.687 3.720 -0.503 0.112
H -1.238 2.991 2.297 0.057
H -1.699 4.621 1.624 0.092
H -0.290 4.487 2.615 0.100
H -0.591 1.179 -2.041 0.051
H -1.499 2.445 -2.393 0.011
C -2.702 0.963 0.465 -0.018
C -1.919 0.098 -0.599 -0.324
C -0.657 -0.595 0.078 -0.079
O 0.288 0.302 0.704 -0.146
C 1.317 -0.300 1.456 -0.205
N -2.862 -0.763 -1.256 0.011
H -3.099 0.247 1.184 0.090
H -3.518 1.599 0.122 0.068
H -2.108 1.556 1.160 0.036
H -1.447 0.773 -1.313 0.076
H -0.286 -1.173 -0.768 0.097
H -0.951 -1.395 0.757 0.108
H 1.881 0.369 2.106 0.096
H 1.930 -0.916 0.798 0.066
H 0.875 -1.049 2.113 0.109
H -3.751 -0.284 -1.269 0.080
H -3.037 -1.592 -0.706 0.018
O -1.370 -1.104 -2.861 -0.076
H -0.518 -0.670 -2.905 -0.222
H -1.698 -0.902 -1.984 -0.113
O -1.864 -2.438 2.270 -0.018
H -1.703 -3.087 2.955 0.085
H -2.500 -1.836 2.655 0.057
C -3.097 -5.118 0.287 -0.206
C -2.622 -3.926 -0.632 -0.141
O -2.869 -2.721 0.142 -0.115
O -2.281 -5.239 1.457 -0.070
H -3.230 -6.057 -0.251 0.114
H -4.115 -4.826 0.545 0.114
H -3.243 -4.034 -1.522 0.126
H -1.583 -3.963 -0.959 0.105
H -2.476 -2.992 0.975 0.001
H -2.261 -6.112 1.857 0.089
C 4.433 -2.853 2.230 -0.256
C 3.811 -1.426 2.381 -0.235
O 3.655 -0.898 3.673 -0.027
O 5.710 -2.822 1.791 -0.022
H 3.751 -3.373 1.558 0.079
H 4.218 -3.499 3.081 0.129
H 2.848 -1.377 1.872 0.054
H 4.260 -0.698 1.706 0.085
H 4.217 -0.133 3.813 0.082
H 5.840 -2.203 1.070 0.095
C -3.861 2.934 -1.646 -0.200
C -4.021 1.553 -2.248 -0.238
O -5.320 1.071 -2.021 -0.038
O -2.576 3.320 -2.023 -0.125
H -3.982 2.980 -0.564 0.116
H -4.596 3.632 -2.045 0.132
H -3.331 0.878 -1.741 0.055
H -3.946 1.660 -3.330 0.149
H -5.962 1.194 -2.724 0.097
H -2.577 3.416 -2.978 0.127
C 1.826 -2.413 -1.112 -0.240
C 1.601 -3.700 -0.402 -0.235
O 2.179 -4.806 -1.070 -0.032
O 3.228 -2.019 -1.044 -0.056
H 1.214 -1.714 -0.541 0.067
H 1.494 -2.521 -2.144 0.147
H 0.548 -3.857 -0.172 0.116
H 2.033 -3.687 0.599 0.107
H 1.399 -5.280 -1.369 0.087
H 3.784 -2.782 -1.220 0.108
C -1.865 0.794 3.713 -0.184
C -0.287 0.425 3.702 -0.108
O 0.655 1.274 2.907 -0.117
O -2.584 -0.358 4.194 -0.087
H -2.204 1.013 2.701 0.052
H -2.094 1.612 4.396 0.120
H -0.109 -0.621 3.452 0.086
H -0.079 0.494 4.770 0.113
H 0.546 1.135 1.963 0.007
H -2.816 -0.164 5.105 0.089
C 2.466 0.844 -2.860 -0.094
C 1.689 -0.182 -2.104 -0.179
O 0.603 -0.634 -2.874 -0.014
O 1.906 2.147 -2.687 -0.077
H 2.296 0.776 -3.935 0.141
H 3.530 0.971 -2.656 0.111
H 1.250 0.106 -1.149 0.127
H 2.410 -0.984 -1.945 0.069
H 0.778 -0.415 -3.792 0.148
H 0.955 2.170 -2.554 -0.013
C 3.600 1.132 0.424 -0.129
C 3.827 2.177 -0.745 -0.198
O 2.765 3.013 -1.000 -0.067
O 4.208 1.670 1.661 -0.086
H 4.216 0.240 0.314 0.091
H 2.596 0.812 0.705 0.068
H 3.887 1.652 -1.698 0.060
H 4.777 2.708 -0.687 0.127
H 2.433 2.788 -1.872 -0.159
H 4.040 1.269 2.517 0.046
```

***

An isolated ion of composition C4H9N2O2S and charge +1 in a non-equilibrium geometry, computed with the ωB97M-V functional and the def2-TZVPD basis.

Results
Energy above the lowest of the compared OMol25 structures with the same formula, charge and spin (kcal/mol): 20.8
Kohn-Sham gap (eV): 10.17
E (eV): -22195.9625
Net charge: +1
Structure (SMILES): CS(=O)(=O)[C@@H]1C[NH+]=CN1

The geometry in XYZ format:
```
18
Properties=species:S:1:pos:R:3:lowdin_charge:R:1
C -0.206 2.037 -1.046 0.032
C -1.095 0.945 0.690 -0.064
C 0.286 0.306 0.382 -0.261
C 0.882 -2.359 0.845 -0.122
N 0.759 1.217 -0.571 0.100
N -1.342 1.910 -0.365 0.123
O 1.215 -1.279 -1.547 -0.288
O -1.166 -1.622 -0.853 -0.299
S 0.215 -1.349 -0.519 0.681
H -0.096 2.696 -1.818 0.146
H -1.845 0.084 0.582 0.161
H -1.052 1.423 1.551 0.089
H 0.880 0.177 1.191 0.104
H 1.039 -3.426 0.281 0.148
H 1.835 -1.881 0.968 0.049
H 0.352 -2.485 1.772 0.068
H 1.628 1.384 -0.927 0.139
H -2.288 2.221 -0.616 0.196
```

***

A 11-piece molecular cluster, C48H44N3O22 overall in a non-equilibrium geometry, computed with the ωB97M-V functional and the def2-TZVPD basis.

Results
Kohn-Sham gap (eV): 4.56
E (eV): -99962.6050
Net charge: -1

The geometry in XYZ format:
```
117
Properties=species:S:1:pos:R:3:lowdin_charge:R:1
C -1.729 0.365 -2.021 0.056
C -1.446 0.596 -0.522 -0.315
O -1.346 -0.305 0.277 0.084
N -1.119 1.987 -0.082 0.100
H -0.039 2.052 -0.173 0.154
H -1.484 2.901 -0.663 0.155
C -1.328 2.312 1.313 -0.062
H -2.009 1.351 -2.400 0.096
H -2.581 -0.353 -2.097 0.083
H -0.958 -0.191 -2.475 0.064
H -2.364 2.444 1.530 0.046
H -0.813 3.295 1.522 0.148
H -0.974 1.580 1.934 0.031
N -3.519 4.276 -1.705 -0.586
O -4.394 3.607 -1.181 -0.063
O -2.333 4.133 -1.240 -0.126
O -3.736 4.439 -2.885 -0.008
N 1.165 2.308 -2.708 -0.622
O 1.121 1.638 -1.674 -0.128
O 0.458 3.316 -2.707 -0.028
O 1.726 2.009 -3.733 -0.001
C -5.649 -3.471 -3.025 -0.047
C -4.660 -2.944 -4.028 -0.510
C -3.917 -3.984 -4.876 -0.062
O -5.376 -2.233 -4.965 -0.020
H -6.478 -3.941 -3.377 0.038
H -6.238 -2.718 -2.450 0.097
H -5.104 -3.940 -2.166 0.084
H -3.902 -2.395 -3.561 0.098
H -3.348 -3.466 -5.712 0.099
H -4.684 -4.659 -5.509 0.117
H -3.544 -4.792 -4.259 0.059
H -5.317 -2.415 -5.852 0.038
C 3.550 -1.231 -4.134 0.040
C 2.405 -1.594 -3.292 0.048
C 2.416 -3.146 -2.857 -0.395
O 1.408 -3.692 -2.500 0.056
C 3.698 -3.833 -3.015 -0.030
C 4.753 -3.343 -3.809 0.012
C 4.760 -2.005 -4.383 -0.418
O 5.711 -1.533 -5.033 0.089
H 3.500 -0.153 -4.579 0.153
H 1.514 -0.992 -3.255 0.097
H 3.827 -4.982 -2.668 0.165
H 5.628 -4.161 -3.841 0.164
C 3.306 4.279 -0.777 0.113
C 1.952 5.065 -0.187 0.139
C 2.233 6.132 0.907 -0.453
O 1.342 6.752 1.532 -0.006
C 3.574 6.488 1.361 0.023
C 4.752 5.601 0.886 0.036
C 4.614 4.637 -0.179 -0.541
O 5.581 4.073 -0.610 0.085
H 3.048 3.376 -1.567 0.151
H 0.905 4.729 -0.676 0.137
H 3.483 7.193 2.460 0.197
H 5.911 5.781 1.462 0.186
C 1.018 -3.266 0.424 0.021
C 1.625 -4.636 0.137 0.123
C 1.608 -5.630 1.396 -0.397
O 1.956 -6.832 1.367 0.076
C 1.037 -5.177 2.582 0.043
C 0.358 -3.859 2.723 0.093
C 0.531 -2.869 1.683 -0.397
O 0.035 -1.708 1.871 0.046
H 0.829 -2.742 -0.396 0.041
H 2.159 -5.055 -0.826 0.130
H 1.037 -5.802 3.381 0.084
H -0.313 -3.526 3.517 0.122
C -2.364 1.041 2.696 0.021
C -3.076 -0.320 2.436 0.125
C -4.569 -0.330 2.177 -0.506
O -5.185 -1.317 2.034 0.113
C -5.219 0.924 2.109 0.068
C -4.574 2.212 2.540 0.105
C -3.136 2.288 2.769 -0.498
O -2.578 3.350 2.898 0.083
H -1.358 0.995 2.698 0.046
H -2.334 -1.229 2.352 0.116
H -6.348 0.822 1.933 0.143
H -5.140 3.213 2.334 0.156
C -2.715 -4.920 1.755 0.037
C -3.299 -3.780 0.983 0.109
C -2.638 -3.453 -0.338 -0.386
O -2.921 -2.527 -1.087 0.085
C -1.606 -4.380 -0.826 0.064
C -1.196 -5.545 -0.055 0.010
C -1.900 -5.927 1.132 -0.444
O -1.809 -7.059 1.744 0.037
H -2.742 -5.214 2.874 0.149
H -3.955 -3.137 1.538 0.066
H -0.712 -4.064 -1.518 0.132
H -0.438 -6.362 -0.219 0.139
C 3.017 -0.583 -0.655 0.054
C 3.992 -1.700 -0.489 0.109
C 4.515 -1.845 1.005 -0.379
O 5.315 -2.751 1.216 0.058
C 3.975 -0.937 2.037 0.067
C 3.106 0.175 1.659 0.050
C 2.634 0.373 0.339 -0.346
O 1.742 1.256 0.062 0.007
H 2.814 -0.539 -1.794 0.078
H 4.326 -2.473 -1.203 0.083
H 3.911 -1.001 3.109 0.100
H 2.771 0.977 2.269 0.100
C 2.485 6.098 5.284 0.104
C 3.002 5.060 4.244 0.072
C 2.096 4.676 3.265 -0.357
O 2.273 3.803 2.318 0.024
C 0.748 5.410 3.112 -0.013
C 0.343 6.387 4.027 0.036
C 1.252 6.763 5.179 -0.474
O 0.764 7.460 6.026 0.105
H 3.366 6.296 6.106 0.166
H 3.875 4.658 4.250 0.043
H 0.125 4.973 2.314 0.112
H -0.466 7.055 3.713 0.126
```

***

C3H3I2N2O2 as an isolated structure in a non-equilibrium geometry, computed with the ωB97M-V functional and the def2-TZVPD basis.

Results
Energy above the lowest of the compared OMol25 structures with the same formula, charge and spin (kcal/mol): 30.1
Kohn-Sham gap (eV): 7.38
E (eV): -26424.5503
Net charge: +1

The geometry in XYZ format:
```
12
Properties=species:S:1:pos:R:3:lowdin_charge:R:1
C 0.584 2.423 0.050 -0.231
C -0.894 -0.982 0.475 -0.544
C 1.410 -0.698 -0.217 -0.080
N 0.180 1.293 0.263 -0.046
N 0.495 0.079 0.646 -0.109
O 0.831 3.526 -0.136 0.267
O -1.187 -1.987 0.907 0.098
I -4.087 -1.615 -0.458 0.410
I -2.525 0.562 -0.124 0.877
H 1.444 -0.208 -1.260 0.118
H 1.232 -1.853 -0.134 0.132
H 2.516 -0.540 -0.013 0.108
```

***

One molecule with the formula C5H11OP in a non-equilibrium geometry, computed with the ωB97M-V functional and the def2-TZVPD basis.

Results
Energy above the lowest of the compared OMol25 structures with the same formula, charge and spin (kcal/mol): 57.3
Kohn-Sham gap (eV): 9.81
E (eV): -16697.1812
Net charge: 0
Structure (SMILES): C[C@H]1O[C@@H]1P(C)C

The geometry in XYZ format:
```
18
Properties=species:S:1:pos:R:3:lowdin_charge:R:1
C -1.469 0.394 -0.029 -0.430
C -0.414 -0.507 -0.451 -0.444
C -2.929 0.050 -0.268 -0.035
C 2.048 -1.255 0.602 -0.315
C 1.713 1.507 -0.205 -0.253
O -0.841 -0.330 0.923 -0.053
P 1.381 -0.311 -0.833 0.908
H -1.217 1.512 -0.228 0.161
H -0.742 -1.531 -0.734 0.111
H -3.190 -1.047 -0.058 0.114
H -3.099 0.138 -1.334 0.077
H -3.543 0.619 0.335 0.041
H 1.270 -1.925 0.832 0.003
H 2.505 -0.717 1.437 0.041
H 2.896 -1.928 0.287 0.041
H 2.762 1.860 -0.530 0.060
H 1.875 1.402 0.863 0.020
H 0.994 2.071 -0.610 -0.048
```

***

C23H29AsN4RuSSi2 as an isolated structure in a non-equilibrium geometry, computed with the ωB97M-V functional and the def2-TZVPD basis.

Results
2S+1: 2
Energy above the lowest of the compared OMol25 structures with the same formula, charge and spin (kcal/mol): 24.6
Expectation value of S²: 0.763
Kohn-Sham gap (spin up / spin down) (eV): 6.74 / 5.95
E (eV): -120290.8242
Net charge: +1

The geometry in XYZ format:
```
61
Properties=species:S:1:pos:R:3:lowdin_charge:R:1
Ru 0.799 -1.160 -0.509 0.845
C 0.913 -3.028 -1.712 -0.146
C 2.070 -2.895 -0.929 -0.179
C 1.688 -2.861 0.472 -0.201
C 0.279 -2.979 0.507 -0.257
C -0.210 -3.040 -0.850 -0.226
H 0.892 -3.068 -2.789 0.120
H 3.076 -2.850 -1.314 0.113
H 2.347 -2.806 1.322 0.105
H -0.322 -3.033 1.401 0.092
H -1.236 -3.144 -1.152 0.073
S 3.632 5.206 -3.486 1.058
N 4.369 4.078 -2.601 -0.203
C 3.483 3.118 -2.395 -0.301
C 3.706 1.919 -1.607 -0.075
C 4.912 1.597 -0.989 0.031
C 4.978 0.439 -0.244 -0.014
C 3.841 -0.345 -0.095 -0.100
N 2.678 -0.050 -0.671 0.012
C 2.623 1.055 -1.444 -0.125
C 1.362 1.259 -2.165 -0.130
N 0.455 0.265 -2.061 -0.039
C -0.715 0.445 -2.674 -0.142
C -1.024 1.570 -3.424 -0.018
C -0.090 2.577 -3.549 0.032
C 1.137 2.417 -2.909 -0.076
C 2.225 3.374 -2.997 -0.301
N 2.179 4.525 -3.646 -0.204
H 5.769 2.247 -1.105 0.129
H 5.894 0.138 0.244 0.119
H 3.861 -1.224 0.533 0.107
H -1.427 -0.364 -2.574 0.099
H -1.993 1.638 -3.898 0.118
H -0.285 3.474 -4.120 0.129
C -3.732 -2.032 2.375 -0.212
Si -3.464 -1.204 0.723 0.259
C -4.518 0.328 0.543 -0.221
C -3.802 -2.402 -0.673 -0.221
As -1.259 -0.354 0.594 0.886
Si -0.769 0.498 2.741 0.238
C -2.183 1.570 3.340 -0.224
C 0.764 1.546 2.540 -0.237
C -0.422 -0.903 3.935 -0.212
H -4.782 -2.316 2.478 0.043
H -3.484 -1.371 3.206 0.011
H -3.131 -2.939 2.472 0.034
H -5.575 0.053 0.600 0.042
H -4.347 0.820 -0.415 0.029
H -4.318 1.052 1.334 0.015
H -4.856 -2.692 -0.663 0.042
H -3.221 -3.318 -0.569 0.017
H -3.590 -1.963 -1.650 0.027
H -2.436 2.340 2.608 0.031
H -1.887 2.074 4.264 0.038
H -3.088 1.000 3.557 0.018
H 0.638 2.309 1.769 0.026
H 1.628 0.934 2.267 0.012
H 0.982 2.049 3.485 0.037
H -1.263 -1.591 4.030 0.014
H -0.204 -0.505 4.930 0.040
H 0.451 -1.477 3.612 0.023
```

***

Q: Which of these has the lowest E?
A: C23H29AsN4RuSSi2

***

Q: net charge of number 1 (C22H68N2O18)?
A: 0

***

Q: What is the formula in the sixth record?
A: C23H29AsN4RuSSi2